[1]
ORCA calculation (the ωB97M-V functional and the def2-TZVPD basis) on a 2-piece molecular cluster, C6H11BrFN overall.

```
20
Properties=species:S:1:pos:R:3:forces:R:3
F -1.149314 3.681025 0.635197 0.5 -1.0 -1.1
N -1.795444 2.496876 0.100713 -0.3 -2.3 0.7
C -1.016422 1.451035 -0.111746 -3.1 3.6 0.7
C -1.674675 0.098661 -0.373569 -0.9 1.5 0.2
C -1.036859 -0.934981 0.562977 0.7 0.0 -1.3
C 0.504414 -0.832618 0.375568 -2.5 -2.1 0.2
C 1.036235 0.497529 0.609801 1.8 2.7 0.5
C 0.392659 1.602829 -0.224408 1.2 -1.2 -0.6
H -1.544763 -0.074664 -1.466044 -0.2 -0.4 0.7
H -2.744462 0.247343 -0.102093 0.6 -0.3 -0.6
H -1.333265 -1.984671 0.223257 0.0 1.4 1.1
H -1.216609 -0.612166 1.576435 -0.8 -0.6 0.5
H 0.845307 -1.649292 1.056534 0.7 0.6 -1.2
H 0.453627 -0.971670 -0.708099 1.6 -0.9 -0.1
H 0.860634 1.002921 1.586829 0.2 -1.3 0.2
H 2.124413 0.568057 0.427334 -0.3 -0.3 0.2
H 0.798277 2.516063 0.144305 -0.1 0.9 -0.1
H 0.452924 1.561417 -1.319393 1.0 -0.3 -0.1
Br -1.909490 2.219693 3.596917 -0.7 0.6 -2.7
H -2.260158 2.581261 2.052012 0.6 -0.8 2.8
```
Forces are in eV/Å.

Output
HOMO energy in eV: -10.265
Orbital gap in eV: 10.67
SMILES: FN=C1CCCCC1.Br
E in a.u.: -2963.73240

Atom charges from the natural (NBO) analysis, given in e for atoms 1 to 6: number 1, F, carries -0.291; number 2, N, carries -0.078; number 3, C, carries 0.307; number 4, C, carries -0.462; number 5, C, carries -0.385; number 6, C, carries -0.418

***

[2]
ORCA calculation (the ωB97M-V functional and the def2-TZVPD basis) on a 9-piece molecular cluster, C35H58NO15 overall.

```
109
Properties=species:S:1:pos:R:3:forces:R:3
C -0.207326 1.421650 -1.235457 -0.2 5.3 -1.1
N -0.146922 1.433616 0.282912 -2.5 -2.4 -1.5
C 1.132128 1.976540 0.707805 3.7 -1.9 -0.6
C -1.314893 2.258384 0.854884 0.9 -0.5 -2.9
C -0.424572 -0.036820 0.609280 6.1 4.0 6.3
C -0.388315 -0.441475 2.101806 -1.4 -1.2 -0.6
O -0.334865 -1.877920 2.196089 5.3 2.1 -2.1
H -0.327402 2.599804 -1.509260 -0.2 -2.7 0.5
H -0.924097 0.850235 -1.793709 -1.1 -0.4 0.9
H 0.671339 1.242983 -1.800905 1.6 -0.7 0.6
H 2.149355 1.335702 0.480925 -3.1 0.5 0.5
H 1.175162 2.216053 1.746530 -0.3 0.3 0.6
H 1.373253 2.771292 0.053006 -0.2 1.5 -0.2
H -1.179359 3.219353 0.410740 0.3 1.1 0.4
H -1.163771 2.187425 1.884841 -0.5 0.2 1.6
H -2.272505 1.956308 0.400132 0.4 -0.6 0.7
H 0.340985 -0.497550 0.168583 3.3 -2.1 -1.8
H -1.205932 -0.351057 0.217798 -7.6 -2.2 -3.7
H -1.338070 -0.220242 2.568242 -0.2 0.9 0.3
H 0.400398 -0.088277 2.706055 1.0 0.9 0.3
H -1.149189 -2.104391 2.429068 -5.3 -2.1 1.6
C 0.377076 -0.935503 7.701131 -6.0 2.1 -5.9
C -0.871414 -0.437767 6.894224 5.4 -3.6 1.2
C -1.703397 0.544994 7.573147 -3.4 0.8 -0.5
O -2.758609 0.846196 6.978410 0.9 0.0 0.2
C -1.410437 1.110561 8.859307 4.7 -1.3 4.1
C -0.196414 0.582398 9.643339 -5.1 2.3 -5.0
C 0.636609 -0.430787 9.007513 4.1 -1.9 0.9
O 1.702738 -0.816108 9.561168 -2.5 1.1 -0.7
O 0.300710 1.184435 10.661112 -2.6 2.6 1.9
O -1.195536 -0.911652 5.573853 -0.2 1.3 2.9
H 1.097501 -1.435620 7.066468 0.1 -0.5 0.8
H -1.955871 1.973611 9.355947 0.4 -1.3 -1.2
H -0.449051 1.902270 10.851432 2.6 -1.8 0.1
H -2.140650 -0.660617 5.325202 1.5 0.1 1.1
C 5.181435 3.256021 -2.502815 -2.3 -4.9 -5.2
C 4.185364 2.359837 -3.179267 2.7 4.6 3.5
C 4.523941 1.715018 -4.430243 4.0 0.1 -1.7
O 3.697929 1.165522 -5.126499 -0.9 -0.2 0.3
C 5.984694 1.755415 -4.831795 2.6 2.8 1.5
C 6.957333 2.825774 -4.208634 -1.0 -6.3 -4.0
C 6.571309 3.471144 -2.911295 0.0 0.5 -1.5
O 7.380813 4.207813 -2.391396 -0.5 -0.3 0.6
O 8.305444 2.876755 -4.673692 -3.6 -0.7 -0.6
O 2.897107 2.268896 -2.843172 0.2 -1.5 -3.4
H 4.993151 3.524714 -1.576667 -1.3 1.8 4.2
H 6.247738 0.955941 -5.636304 -0.1 2.0 1.3
H 8.274769 2.381197 -5.562396 0.2 1.0 1.9
H 2.561224 1.799414 -3.799291 0.0 0.9 3.0
C 3.684862 -1.653355 -3.237955 1.4 0.8 1.3
C 2.548749 -1.326156 -2.351686 -1.1 -1.9 0.1
O 2.587833 -0.630900 -1.363052 0.0 0.2 -0.2
C 1.328474 -2.089392 -2.803301 -3.4 3.2 2.5
H 4.072915 -2.646977 -3.209565 -1.1 -1.5 -0.3
H 4.551323 -1.283639 -2.711444 0.6 1.6 -0.7
H 3.433358 -1.332884 -4.231637 0.6 0.3 -0.5
H 1.349996 -3.090874 -2.725118 1.5 -3.8 -0.8
H 0.912112 -1.746018 -3.738136 0.2 0.0 -0.4
H 0.451391 -2.093711 -2.036184 1.2 1.4 -1.0
C 0.505955 7.248439 -0.251370 -1.4 1.7 -0.8
C 0.162806 6.092429 -1.153256 4.1 1.1 -3.2
O -0.868116 5.527206 -1.120121 -2.3 -1.6 0.7
C 1.154421 5.779897 -2.420330 -0.1 1.3 2.9
H 1.148589 6.872164 0.592596 -0.5 1.1 -0.8
H -0.541704 7.496144 0.005009 0.6 -0.1 1.2
H 0.721325 8.272330 -0.843104 0.7 -2.7 1.3
H 2.274709 6.001914 -2.149831 -2.0 -1.4 -0.6
H 0.911232 6.611837 -3.052971 -0.2 0.5 -0.6
H 0.708393 4.891615 -2.877822 1.2 -0.2 0.0
C 0.698185 0.050249 -6.570200 -8.0 2.3 -3.0
C -0.047437 0.782660 -5.484989 3.5 1.5 5.3
O 0.693926 1.047779 -4.431391 -3.2 -0.8 -3.6
C -1.489555 1.141759 -5.479229 0.2 0.2 -1.5
H 1.496198 -0.063437 -6.059919 6.1 -2.2 2.4
H 0.791364 0.711616 -7.443023 0.3 -0.2 0.2
H -0.079371 -0.695983 -6.864009 1.5 -0.4 0.1
H -1.557188 1.816355 -6.412991 -0.9 -1.3 1.2
H -1.881079 1.625230 -4.602052 0.7 0.8 0.4
H -2.067014 0.207733 -5.412672 0.0 0.1 -1.3
C -4.726166 0.008729 -2.612890 -1.1 0.2 4.9
C -3.990963 -0.683193 -1.434776 -1.0 -0.2 1.3
O -2.835623 -1.006118 -1.493935 1.1 0.0 -0.5
C -4.719309 -0.899571 -0.078155 0.4 1.0 -0.3
H -5.578819 -0.714276 -2.731727 0.7 1.1 -1.0
H -3.902682 0.124986 -3.258114 0.1 0.3 -1.7
H -5.102617 1.010315 -2.071722 0.6 -2.0 -1.8
H -4.456426 -1.820611 0.475986 0.4 0.6 -0.5
H -5.786448 -0.940907 -0.227494 -0.5 0.3 0.1
H -4.446511 0.044274 0.505715 -0.5 -1.3 -0.4
C -2.506562 -5.546689 -0.918494 -1.8 1.2 -1.2
C -1.348908 -5.577435 0.017092 0.5 1.2 -1.5
O -1.231520 -6.376317 0.901271 0.0 -0.5 0.3
C -0.401499 -4.416374 -0.127093 3.6 -3.9 -1.5
H -3.342266 -5.236515 -0.255124 0.1 -0.3 -0.4
H -2.714686 -6.574503 -1.203268 -0.2 0.0 -0.4
H -2.567309 -4.769489 -1.839765 0.8 -2.0 2.2
H -0.355692 -3.886292 -1.012929 -1.1 0.7 -2.4
H 0.713923 -4.864930 -0.249100 -2.2 1.3 2.0
H -0.803143 -3.750711 0.528105 0.4 2.1 2.9
C -1.963967 -5.011985 3.787703 -3.3 -2.2 -1.0
C -3.528228 -5.243322 3.711325 -1.0 -1.9 2.0
O -4.304973 -4.973827 2.823525 1.4 0.8 -0.4
C -4.156047 -5.967531 4.939253 2.9 -1.4 1.5
H -1.444685 -5.978636 3.698036 -0.1 0.6 -0.4
H -1.708590 -4.541231 4.663036 0.5 0.9 2.3
H -1.913829 -4.327815 3.021396 1.4 1.2 -2.2
H -3.474287 -5.799450 5.822486 -0.5 0.3 -0.6
H -3.998455 -7.136317 4.931876 -1.0 2.2 -0.7
H -5.121268 -5.599782 5.269382 -0.3 -0.4 -0.6
```
Forces are in eV/Å.

Output
Charge: +1
HOMO energy in eV: -10.774
Orbital gap in eV: 6.94
E in a.u.: -2550.96757

Atom charges from the Löwdin analysis, given in e for atoms 1 to 6: number 1, C, carries 0.005; number 2, N, carries -0.295; number 3, C, carries -0.007; number 4, C, carries 0.069; number 5, C, carries -0.060; number 6, C, carries -0.148

***

[3]
ORCA calculation (the ωB97M-V functional and the def2-TZVPD basis) on C11H14BN7PbS as an isolated structure.

```
35
Properties=species:S:1:pos:R:3:forces:R:3
C 0.663172 -2.797275 1.466731 0.4 -1.4 0.1
N 0.507188 -2.134439 0.315464 0.5 -0.1 -1.0
N 0.786315 -2.984651 -0.755715 -0.5 1.3 -0.4
C 1.066603 -4.220220 -0.275367 -0.3 1.1 -0.1
C 1.000508 -4.146005 1.143534 -0.1 0.5 0.3
B 0.714628 -2.411443 -2.293662 0.2 -0.4 -0.6
N -0.612443 -1.597172 -2.651706 -0.3 -0.3 1.3
N -1.139941 -0.668000 -1.769487 0.9 0.4 -0.4
C -2.249338 -0.125930 -2.339152 0.4 -1.1 -0.6
C -2.494344 -0.815315 -3.545897 0.6 0.2 0.4
C -1.443573 -1.725721 -3.711603 0.2 0.4 1.0
Pb 0.416996 -0.004631 -0.115431 -0.9 -1.9 -1.5
N 1.952023 -1.471395 -2.576818 0.0 0.2 0.6
N 2.176199 -0.299623 -1.882366 -0.5 0.0 0.4
C 3.336478 0.239451 -2.347275 0.1 -1.1 -0.5
C 3.865362 -0.619426 -3.328524 -0.6 0.0 0.3
C 2.959278 -1.666893 -3.451634 -0.3 0.4 0.8
H 3.813301 1.164498 -2.014633 -0.6 -0.4 0.2
H 2.936909 -2.551478 -4.067454 0.2 0.1 -0.1
H 4.782908 -0.531155 -3.876463 0.1 0.2 -0.1
H 0.790877 -3.373107 -3.042814 0.0 0.5 0.5
H -1.207788 -2.479296 -4.457668 -0.3 0.3 0.0
H 1.270498 -5.002333 -1.063344 -0.2 0.8 1.5
H -3.323971 -0.672322 -4.208808 -0.1 0.1 -0.1
H 1.176518 -4.952986 1.878634 -0.2 0.7 -0.7
H -2.836567 0.687588 -1.885941 0.4 -0.7 -0.1
H 0.508545 -2.256580 2.425079 0.2 -0.8 -0.8
H 0.900824 1.754599 -1.300176 -1.2 2.0 -0.5
C -0.006060 2.082994 -0.689160 3.7 -1.0 -1.3
H -0.872752 2.248492 -1.310702 -0.4 -0.2 0.3
H -1.073132 1.673119 1.006848 -0.3 -1.2 1.4
H 0.400922 2.755947 0.044258 -0.5 0.4 0.3
S -1.420966 2.898679 3.917941 0.9 -1.1 -1.4
C -1.022968 1.920383 2.759506 -1.5 2.0 4.0
N -0.905445 1.073356 1.889168 0.3 0.3 -3.2
```
Forces are in eV/Å.

Output
Charge: +2
HOMO energy in eV: -15.681
Orbital gap in eV: 5.89
E in a.u.: -1426.06798

Atom charges from the Löwdin analysis, given in e for atoms 1 to 6: number 1, C, carries -0.082; number 2, N, carries -0.153; number 3, N, carries -0.010; number 4, C, carries 0.015; number 5, C, carries 0.014; number 6, B, carries -0.406

***

Taking the records one at a time from the top gives E_LUMO values of 0.015, -0.141, -0.360 Eh.